ORCA calculation (wB97M-V/def2-TZVPD) on a molecular structure, C13H26CoNO4P2 at a distorted geometry.

Atoms and positions in Å:
Co: -0.373 0.639 0.177
P: -1.862 0.346 -1.310
C: -1.542 -1.337 -2.020
C: -0.082 -1.653 -1.863
N: 0.603 -1.003 -0.917
C: 1.914 -1.189 -0.738
C: 2.637 -2.031 -1.577
C: 1.953 -2.716 -2.578
C: 0.585 -2.512 -2.729
C: 2.589 -0.365 0.322
P: 1.261 0.242 1.466
H: 0.044 -2.925 -3.575
H: 3.711 -2.120 -1.436
H: 2.492 -3.360 -3.255
H: 3.326 -0.952 0.894
H: 3.113 0.505 -0.123
H: -2.219 -2.040 -1.474
H: -1.830 -1.341 -3.083
H: -2.608 -2.923 3.102
O: -2.664 -3.417 2.235
H: -2.764 -4.352 2.532
H: -1.036 -0.222 5.068
O: -1.145 -1.121 5.450
H: -1.150 -0.970 6.421
C: 1.268 -1.084 2.711
H: 2.308 -1.237 3.037
H: 0.637 -0.779 3.558
H: 0.873 -2.009 2.268
C: 2.100 1.617 2.304
H: 1.435 1.886 3.136
H: 3.076 1.273 2.675
H: 2.222 2.467 1.616
C: -1.731 1.426 -2.793
H: -2.350 1.004 -3.597
H: -2.138 2.397 -2.475
H: -0.687 1.540 -3.127
C: -3.668 0.284 -1.164
H: -3.982 1.286 -0.845
H: -4.114 0.042 -2.142
H: -3.936 -0.478 -0.421
C: 0.395 4.637 -0.759
O: -0.043 3.358 -0.219
C: 0.527 2.218 -0.655
O: 1.415 2.118 -1.496
H: -0.493 5.119 -1.165
H: 1.168 4.512 -1.521
H: 0.762 5.218 0.087

Summary:
HOMO-LUMO gap (alpha / beta), Ha: 0.355 / 0.228
2S+1: 5
Relative energy (zero: lowest compared OMol25 entry of this formula, charge and spin), kJ/mol: 36.4
Calculated total energy, Ha: -2931.51666
Net charge: +2

***

ORCA calculation (wB97M-V/def2-TZVPD) on a molecular structure, C13H26N3O2PPt.

Atoms and positions in Å:
Pt: 0.123 -0.069 -1.035
C: 2.385 -4.008 -3.590
O: 1.973 -3.445 -2.317
C: 1.362 -2.308 -2.238
O: 1.014 -1.910 -1.105
N: 1.135 -1.579 -3.351
N: 0.469 -0.342 -3.223
H: 2.837 -4.959 -3.339
H: 3.125 -3.360 -4.059
H: 1.514 -4.173 -4.223
H: 1.352 -1.919 -4.275
H: -0.427 -0.386 -3.708
H: 1.033 0.387 -3.655
C: -0.317 2.315 2.284
C: -0.998 0.953 2.173
P: -0.118 -0.306 1.209
C: 1.552 -0.459 1.906
C: 1.620 -0.845 3.384
C: -1.010 -1.881 1.448
C: -1.698 -2.081 2.800
H: -0.892 2.954 2.951
H: -0.239 2.825 1.324
H: 0.685 2.228 2.705
H: -2.014 1.035 1.777
H: -1.103 0.511 3.167
H: 2.044 0.502 1.730
H: 2.073 -1.193 1.287
H: 1.096 -0.133 4.021
H: 2.661 -0.864 3.704
H: 1.207 -1.837 3.558
H: -0.275 -2.666 1.256
H: -1.744 -1.949 0.642
H: -1.009 -1.987 3.637
H: -2.126 -3.082 2.837
H: -2.513 -1.374 2.947
C: -1.820 4.299 -1.215
C: -2.626 3.180 -1.058
C: -2.038 1.934 -0.988
N: -0.705 1.773 -1.065
C: 0.078 2.855 -1.216
C: -0.446 4.129 -1.297
H: -2.256 5.287 -1.271
H: -3.701 3.264 -0.992
H: -2.626 1.035 -0.868
H: 1.144 2.679 -1.246
H: 0.221 4.970 -1.412

Summary:
HOMO-LUMO gap, Ha: 0.377
2S+1: 1
Relative energy (zero: lowest compared OMol25 entry of this formula, charge and spin), kJ/mol: 0.0
Calculated total energy, Ha: -1285.88913
Net charge: +2

***

ORCA calculation (wB97M-V/def2-TZVPD) on 2 unconnected molecules or ions with the total composition C13H26N3O4S at a distorted geometry.

Atoms and positions in Å:
C: -1.130 2.764 -2.249
O: -0.632 2.011 -1.087
C: -1.390 2.307 0.140
C: -2.032 0.948 0.863
O: -2.968 1.246 1.955
C: -2.310 1.850 3.121
C: -1.498 0.801 4.088
C: 0.057 1.316 4.425
C: 0.953 1.577 3.076
C: 2.553 1.206 3.232
S: 2.755 -0.653 3.378
C: 2.939 -1.479 1.702
N: 1.856 -1.777 0.674
N: 2.356 -2.447 -0.449
C: 3.859 -2.595 -0.143
O: 4.239 -1.996 1.172
H: -1.023 2.033 -3.186
H: -2.262 3.058 -2.203
H: -0.422 3.717 -2.365
H: -2.243 3.124 -0.024
H: -0.628 2.822 0.901
H: -1.214 0.150 1.146
H: -2.684 0.438 0.003
H: -3.184 2.318 3.786
H: -1.584 2.737 2.886
H: -2.055 0.791 5.144
H: -1.522 -0.323 3.717
H: -0.090 2.378 4.951
H: 0.582 0.636 5.229
H: 0.801 2.679 2.714
H: 0.530 0.860 2.242
H: 3.012 1.720 4.190
H: 3.080 1.657 2.260
H: 4.602 -3.150 -0.879
C: -0.838 -1.021 -3.319
C: -1.032 -2.403 -3.859
O: -2.082 -2.883 -4.236
N: 0.055 -3.298 -3.971
C: 0.541 -3.432 -5.364
H: -1.804 -0.607 -3.014
H: -0.183 -1.053 -2.444
H: -0.396 -0.385 -4.090
H: 0.809 -3.027 -3.338
H: -0.359 -4.203 -3.724
H: 1.421 -4.080 -5.339
H: 0.812 -2.442 -5.739
H: -0.245 -3.888 -5.972

Summary:
HOMO-LUMO gap, Ha: 0.286
2S+1: 1
Calculated total energy, Ha: -1373.74899
Net charge: +1